C5H10N2O2PS | ωB97M-V/def2-TZVPD

Values from the calculation:
Maximum force ... 6.0 eV/Å
SMILES ... CO[P@](O)(=S)/N=C/[C@@H]1C=[N+]1C
Total charge ... +1
Energy above the lowest of the compared OMol25 structures with the same formula, charge and spin ... 392.0 kJ/mol
Frontier orbital gap ... 6.40 eV
Spin multiplicity ... 1

CARTESIAN COORDINATES (ANGSTROEM)
C1 0.260 1.120 0.065
C2 1.668 1.416 0.548
C3 2.736 1.825 -0.432
C4 3.498 -0.522 0.109
C5 -3.174 -2.083 -0.811
N1 -0.444 0.277 0.640
N2 2.803 0.659 0.044
O1 -2.795 0.001 1.512
O2 -1.897 -1.465 -0.256
P1 -2.086 -0.027 0.187
S1 -2.664 1.298 -1.147
H1 -0.166 1.754 -0.639
H2 1.556 1.769 1.564
H3 2.966 2.521 -1.193
H4 4.562 -0.425 0.411
H5 3.160 -1.123 1.004
H6 3.437 -1.229 -0.820
H7 -3.183 -3.141 -0.332
H8 -3.174 -1.961 -1.865
H9 -3.925 -1.531 -0.300
H10 -3.138 0.864 1.710